Formula: C39H103FeO14
Source: the Open Molecules 2025 dataset
Level of theory: ωB97M-V/def2-TZVPD

Element x y z (Å)
Fe 8.464 -14.479 -0.149
C 11.498 -14.973 2.813
C 11.079 -15.752 1.554
O 9.776 -15.426 1.089
H 11.004 -15.485 3.639
H 11.398 -13.891 2.891
H 12.563 -15.158 2.952
H 11.312 -16.802 1.728
H 11.787 -15.572 0.745
C 6.582 -12.902 -3.790
C 6.351 -13.271 -2.371
O 7.410 -14.036 -1.845
H 7.054 -13.703 -4.360
H 7.296 -12.089 -3.656
H 5.648 -12.585 -4.254
H 5.362 -13.714 -2.249
H 6.178 -12.433 -1.695
C 6.208 -11.950 2.725
C 7.506 -11.937 1.931
O 7.766 -13.037 1.088
H 5.881 -11.037 3.222
H 6.257 -12.788 3.420
H 5.324 -12.100 2.106
H 8.301 -11.728 2.647
H 7.457 -11.110 1.223
C 5.482 -9.335 -2.618
C 5.501 -8.982 -1.150
C 6.111 -7.586 -0.802
O 4.237 -9.074 -0.556
H 6.417 -9.668 -3.067
H 4.989 -8.604 -3.259
H 4.773 -10.159 -2.700
H 6.086 -9.668 -0.537
H 7.193 -7.662 -0.907
H 6.020 -7.299 0.246
H 5.540 -6.773 -1.250
H 4.265 -8.748 0.346
C 2.754 -15.224 -4.036
C 2.347 -14.551 -5.270
C 3.079 -15.139 -6.522
O 1.030 -14.664 -5.415
H 2.352 -14.736 -3.148
H 3.803 -15.176 -3.744
H 2.385 -16.236 -3.869
H 2.621 -13.498 -5.199
H 2.844 -16.198 -6.626
H 4.164 -15.029 -6.526
H 2.815 -14.562 -7.409
H 0.635 -13.790 -5.452
C 9.528 -15.452 -5.306
C 10.637 -14.464 -5.183
C 10.166 -13.049 -5.409
O 11.013 -14.583 -3.787
H 9.723 -16.508 -5.122
H 9.128 -15.389 -6.319
H 8.672 -15.259 -4.660
H 11.437 -14.717 -5.879
H 9.170 -12.824 -5.030
H 9.922 -12.875 -6.457
H 10.864 -12.349 -4.950
H 11.653 -15.298 -3.809
C 7.845 -18.135 -2.744
C 8.986 -17.713 -1.747
C 10.284 -18.427 -2.059
O 9.232 -16.273 -1.739
H 7.981 -19.210 -2.860
H 7.856 -17.645 -3.717
H 6.912 -17.925 -2.220
H 8.603 -17.983 -0.763
H 10.950 -18.405 -1.197
H 10.805 -17.989 -2.911
H 10.291 -19.449 -2.437
H 8.933 -15.933 -2.586
C -1.665 -10.847 -3.930
C -0.498 -10.813 -4.913
C 0.799 -10.320 -4.224
O -0.185 -12.105 -5.402
H -2.602 -11.024 -4.458
H -1.663 -9.905 -3.381
H -1.488 -11.721 -3.304
H -0.771 -10.077 -5.670
H 1.583 -10.061 -4.936
H 1.069 -11.053 -3.464
H 0.479 -9.447 -3.655
H -0.976 -12.647 -5.435
C 4.682 -16.238 -0.348
C 5.602 -15.631 0.725
C 5.331 -16.193 2.152
O 6.967 -15.842 0.500
H 5.046 -17.125 -0.865
H 4.530 -15.411 -1.042
H 3.690 -16.520 0.005
H 5.384 -14.563 0.699
H 4.302 -16.085 2.494
H 5.796 -15.636 2.965
H 5.750 -17.193 2.269
H 7.120 -16.752 0.767
C 2.546 -12.762 -0.060
C 1.826 -11.628 0.653
C 0.871 -12.015 1.782
O 2.833 -10.778 1.188
H 1.837 -13.535 -0.356
H 3.276 -13.358 0.487
H 3.116 -12.416 -0.923
H 1.398 -11.075 -0.183
H 0.058 -12.603 1.355
H 0.497 -11.034 2.077
H 1.340 -12.542 2.612
H 3.380 -10.450 0.470
C 2.561 -8.509 -8.789
C 3.825 -9.206 -8.374
C 3.735 -10.653 -8.707
O 4.923 -8.535 -8.995
H 1.631 -8.890 -8.368
H 2.534 -8.598 -9.875
H 2.613 -7.431 -8.635
H 3.978 -9.058 -7.305
H 3.851 -10.925 -9.756
H 2.752 -11.073 -8.494
H 4.475 -11.225 -8.147
H 5.631 -8.451 -8.353
C 6.682 -10.500 -6.011
C 7.752 -9.364 -6.294
C 8.799 -9.751 -7.337
O 7.168 -8.252 -6.816
H 7.191 -11.420 -5.725
H 6.104 -10.552 -6.934
H 6.013 -10.304 -5.173
H 8.147 -8.995 -5.347
H 9.219 -10.730 -7.108
H 9.682 -9.113 -7.281
H 8.443 -9.835 -8.363
H 7.824 -7.566 -6.672
C 11.217 -11.808 0.252
C 10.320 -12.058 -1.003
C 10.892 -11.608 -2.372
O 10.012 -13.455 -1.132
H 12.134 -12.332 -0.019
H 10.839 -12.298 1.149
H 11.470 -10.794 0.564
H 9.374 -11.517 -1.010
H 10.112 -11.628 -3.133
H 11.726 -12.204 -2.742
H 11.304 -10.600 -2.413
H 10.480 -13.797 -1.897
C 6.044 -18.271 -7.601
C 5.207 -18.766 -6.398
C 3.848 -19.313 -6.726
O 5.800 -19.654 -5.566
H 6.870 -17.646 -7.262
H 5.543 -17.738 -8.409
H 6.602 -19.091 -8.053
H 4.971 -17.930 -5.740
H 3.891 -20.066 -7.512
H 3.184 -18.609 -7.228
H 3.295 -19.825 -5.938
H 5.329 -20.486 -5.660

HOMO-LUMO gap (spin up / spin down)   0.3192 / 0.2797 Ha
Multiplicity   6
Strongest force on any atom   3.9 eV/A
HOMO (spin up / spin down)   -8.273 / -7.738 eV
⟨S²⟩   8.762


Formula: C39H103N6O13
Source: the Open Molecules 2025 dataset
Level of theory: ωB97M-V/def2-TZVPD

Element x y z (Å)
C -1.731 -0.872 2.035
C -1.906 -0.266 0.623
C -1.179 1.094 0.585
O -1.707 -1.092 -0.459
H -0.699 -0.818 2.422
H -1.988 -1.931 2.144
H -2.267 -0.288 2.786
H -2.980 0.029 0.689
H -1.611 1.648 -0.259
H -0.087 1.058 0.511
H -1.376 1.752 1.438
C -1.979 9.107 -1.152
O -0.996 8.206 -1.652
C -0.687 8.339 -3.011
C 0.541 7.475 -3.227
N 0.384 6.132 -2.530
H 1.233 5.595 -2.690
H 0.379 6.343 -1.520
C -0.834 5.351 -2.828
C -0.997 4.290 -1.731
O -0.908 4.773 -0.432
C -2.101 5.470 -0.032
H -2.932 8.933 -1.667
H -1.759 10.169 -1.281
H -2.117 8.886 -0.099
H -0.413 9.374 -3.243
H -1.500 8.085 -3.702
H 1.388 7.987 -2.778
H 0.716 7.245 -4.276
H -0.743 4.886 -3.809
H -1.688 6.016 -2.911
H -0.208 3.542 -1.901
H -1.895 3.667 -1.839
H -2.364 6.228 -0.766
H -1.909 5.968 0.915
H -2.895 4.739 0.139
C 4.482 -0.354 -3.058
O 3.203 -0.261 -2.455
C 2.837 -1.407 -1.735
C 1.372 -1.261 -1.318
N 0.450 -0.940 -2.442
H 0.754 -1.542 -3.209
H -0.517 -1.153 -2.136
C 0.475 0.437 -3.092
C -0.872 0.706 -3.713
O -1.017 -0.250 -4.762
C -2.185 -0.027 -5.565
H 4.814 0.657 -3.302
H 4.480 -0.957 -3.967
H 5.281 -0.706 -2.394
H 3.410 -1.557 -0.812
H 2.977 -2.304 -2.356
H 1.399 -0.568 -0.480
H 0.959 -2.191 -0.930
H 1.211 0.335 -3.878
H 0.680 1.164 -2.311
H -0.919 1.692 -4.192
H -1.735 0.581 -3.046
H -1.873 0.550 -6.434
H -3.012 0.387 -4.984
H -2.528 -1.000 -5.915
C 2.922 -4.415 8.699
O 2.348 -3.157 8.411
C 1.447 -2.740 9.421
C 0.780 -1.460 8.938
N 0.914 -1.355 7.453
H 0.956 -0.360 7.233
H 1.844 -1.731 7.220
C -0.153 -2.040 6.637
C 0.381 -2.438 5.281
O 0.950 -1.290 4.694
C 1.669 -1.557 3.498
H 3.716 -4.709 8.015
H 2.184 -5.222 8.660
H 3.396 -4.385 9.685
H 2.047 -2.514 10.312
H 0.785 -3.554 9.731
H 1.229 -0.578 9.386
H -0.269 -1.474 9.229
H -1.030 -1.397 6.607
H -0.431 -2.871 7.287
H -0.451 -2.835 4.686
H 1.099 -3.263 5.377
H 2.329 -2.429 3.589
H 2.337 -0.702 3.398
H 1.060 -1.707 2.605
C -5.187 2.520 -2.067
O -5.094 1.119 -2.220
C -5.452 0.378 -1.073
C -5.283 -1.084 -1.397
N -3.963 -1.276 -2.057
H -3.884 -0.475 -2.698
H -3.115 -1.134 -1.436
C -3.752 -2.541 -2.806
C -4.792 -2.790 -3.873
O -5.104 -1.548 -4.445
C -5.776 -1.670 -5.702
H -5.581 2.782 -1.077
H -5.937 2.918 -2.751
H -4.239 3.053 -2.158
H -6.463 0.619 -0.731
H -4.799 0.658 -0.233
H -6.030 -1.470 -2.086
H -5.332 -1.699 -0.498
H -3.664 -3.343 -2.071
H -2.741 -2.452 -3.214
H -5.698 -3.281 -3.505
H -4.307 -3.441 -4.613
H -6.380 -0.789 -5.906
H -6.410 -2.555 -5.733
H -5.028 -1.684 -6.501
C -2.194 -9.361 0.425
O -1.979 -7.964 0.463
C -3.133 -7.222 0.761
C -2.717 -5.754 0.743
N -1.314 -5.660 1.298
H -1.317 -5.755 2.313
H -0.933 -6.589 0.997
C -0.343 -4.691 0.654
C 1.038 -5.169 1.095
O 1.345 -6.358 0.444
C 1.915 -6.233 -0.854
H -2.385 -9.786 1.415
H -1.315 -9.888 0.057
H -3.006 -9.659 -0.245
H -3.545 -7.476 1.745
H -3.887 -7.396 -0.013
H -3.375 -5.207 1.414
H -2.663 -5.337 -0.257
H -0.686 -3.705 0.976
H -0.494 -4.807 -0.416
H 1.068 -5.269 2.182
H 1.756 -4.378 0.837
H 2.407 -5.260 -0.966
H 1.144 -6.360 -1.615
H 2.704 -6.970 -0.980
C 7.998 5.864 -0.225
O 7.141 4.724 -0.472
C 6.828 4.525 -1.818
C 6.109 3.186 -1.870
N 5.156 3.110 -0.694
H 5.411 3.863 -0.031
H 4.253 3.492 -0.987
C 4.974 1.771 -0.115
C 4.013 1.767 1.044
O 2.769 2.321 0.668
C 1.967 2.599 1.840
H 7.451 6.748 -0.569
H 8.864 5.775 -0.882
H 8.247 5.927 0.824
H 7.726 4.477 -2.442
H 6.173 5.315 -2.217
H 6.793 2.348 -1.777
H 5.484 3.110 -2.757
H 5.918 1.301 0.153
H 4.592 1.131 -0.918
H 4.455 2.383 1.841
H 3.930 0.745 1.428
H 2.565 3.190 2.533
H 1.630 1.675 2.317
H 1.103 3.124 1.442

HOMO-LUMO gap   0.2851 Ha
Strongest force on any atom   2.1 eV/A
Charge   +5
HOMO   -17.812 eV